1.
Entry from the OMol25 dataset: a cluster of 2 separate species, C37H65BF4N6O3P in total at a distorted geometry (ωB97M-V with the def2-TZVPD basis set).

Each line ends with the Löwdin charge.
Element x y z (Å)
C: -2.457 5.827 -1.706  -0.083
C: -1.454 6.172 -2.803  -0.205
C: -1.546 5.168 -3.953  -0.309
C: -0.833 5.672 -5.233  -0.028
C: -1.135 3.783 -3.559  -0.183
N: -2.088 2.886 -3.596  0.219
C: -1.783 1.605 -3.246  -0.124
C: -2.807 0.604 -3.249  0.017
C: -4.189 1.107 -3.615  -0.589
F: -5.157 0.195 -3.569  0.151
F: -4.558 2.084 -2.766  0.132
F: -4.200 1.613 -4.853  0.161
C: -2.485 -0.714 -2.924  -0.065
C: -3.488 -1.847 -2.907  -0.114
C: -4.129 -2.117 -1.531  -0.151
C: -4.713 -0.908 -0.769  -0.178
C: -6.239 -1.029 -0.713  -0.212
N: -6.936 0.186 -0.280  0.039
C: -7.586 0.940 -1.276  -0.575
N: -8.374 0.475 -2.149  0.125
N: -7.365 2.336 -1.243  0.104
C: -1.138 -1.055 -2.574  -0.086
C: -0.693 -2.438 -2.184  -0.120
C: -0.355 -3.358 -3.377  -0.087
C: 0.475 -4.491 -2.823  -0.525
N: 1.878 -4.299 -2.679  0.133
O: -0.049 -5.495 -2.462  0.123
C: -0.201 -0.052 -2.558  -0.157
F: 1.066 -0.349 -2.195  0.071
C: -0.478 1.288 -2.890  -0.137
N: 0.524 2.208 -2.824  0.206
C: 0.191 3.438 -3.144  -0.059
B: 1.387 4.493 -2.967  -0.641
O: 2.071 5.026 -4.004  0.203
O: 1.798 4.852 -1.715  0.184
H: -2.278 6.375 -0.786  0.072
H: -2.458 4.763 -1.479  0.063
H: -3.462 6.052 -2.048  0.081
H: -1.746 7.137 -3.212  0.121
H: -0.444 6.284 -2.412  0.104
H: -2.596 5.110 -4.220  0.139
H: -0.388 4.859 -5.795  0.082
H: -0.071 6.391 -4.948  0.079
H: -1.534 6.208 -5.861  0.084
H: -4.222 -1.764 -3.691  0.118
H: -2.940 -2.749 -3.150  0.094
H: -3.351 -2.561 -0.915  0.092
H: -4.908 -2.869 -1.616  0.117
H: -4.330 -0.952 0.251  0.101
H: -4.407 0.051 -1.168  0.089
H: -6.572 -1.289 -1.713  0.104
H: -6.468 -1.877 -0.070  0.117
H: -6.288 0.762 0.238  0.102
H: -8.495 -0.525 -2.008  0.041
H: -6.659 2.580 -0.561  0.068
H: -8.224 2.799 -0.970  0.090
H: -1.458 -2.932 -1.597  0.108
H: 0.192 -2.366 -1.561  0.099
H: -1.253 -3.770 -3.815  0.114
H: 0.172 -2.795 -4.142  0.126
H: 2.231 -3.726 -3.435  0.088
H: 2.091 -3.848 -1.799  0.042
H: 1.777 4.677 -4.849  0.102
H: 1.104 4.691 -1.072  0.099
C: 5.582 -0.515 6.175  -0.101
C: 4.967 0.412 5.131  -0.246
C: 3.442 0.478 5.244  -0.226
C: 2.671 -0.736 4.707  -0.259
P: 2.506 -0.934 2.920  1.026
C: 1.918 0.671 2.311  -0.270
C: 0.664 1.345 2.892  -0.215
C: -0.698 0.708 2.591  -0.248
C: -0.901 0.319 1.132  -0.093
C: 1.184 -2.121 2.612  -0.260
C: 1.296 -3.620 2.944  -0.208
C: 2.340 -4.417 2.164  -0.237
C: 2.265 -4.260 0.648  -0.108
C: 3.992 -1.135 1.914  -0.252
C: 5.024 -2.279 1.962  -0.215
C: 5.435 -2.860 3.326  -0.254
C: 6.859 -2.468 3.720  -0.103
H: 5.181 -1.529 6.118  0.064
H: 6.663 -0.572 6.058  0.075
H: 5.386 -0.138 7.180  0.083
H: 5.269 0.104 4.126  0.080
H: 5.371 1.415 5.274  0.117
H: 3.081 1.382 4.748  0.098
H: 3.185 0.593 6.298  0.123
H: 1.633 -0.636 5.046  0.104
H: 3.021 -1.663 5.168  0.092
H: 1.839 0.589 1.224  0.097
H: 2.756 1.355 2.476  0.101
H: 0.658 2.360 2.487  0.121
H: 0.762 1.458 3.974  0.105
H: -1.476 1.410 2.897  0.116
H: -0.859 -0.164 3.228  0.088
H: -1.054 1.206 0.514  0.085
H: -1.777 -0.321 1.019  0.075
H: -0.053 -0.225 0.715  0.042
H: 0.855 -1.993 1.579  0.085
H: 0.367 -1.759 3.239  0.085
H: 0.312 -4.055 2.759  0.122
H: 1.486 -3.734 4.014  0.112
H: 2.260 -5.472 2.426  0.122
H: 3.323 -4.110 2.523  0.067
H: 1.368 -4.737 0.247  0.085
H: 3.125 -4.733 0.173  0.087
H: 2.268 -3.213 0.331  0.052
H: 4.530 -0.188 2.026  0.096
H: 3.607 -1.098 0.888  0.102
H: 5.918 -1.913 1.453  0.119
H: 4.678 -3.083 1.313  0.087
H: 5.400 -3.949 3.279  0.108
H: 4.727 -2.576 4.108  0.072
H: 7.577 -2.957 3.061  0.084
H: 7.084 -2.773 4.741  0.076
H: 7.014 -1.390 3.639  0.070

The HOMO energy is -10.39 eV. The calculation puts the LUMO energy at -2.49 eV. The maximum force is 1.24 eV Å⁻¹. As for the HOMO-LUMO gap: 7.9 eV. The molar mass is 759.7 g mol⁻¹. As for the net charge: +1.



2.
Entry from the OMol25 dataset: a cluster of 3 separate species, C30H61BNO6 in total at a distorted geometry (ωB97M-V with the def2-TZVPD basis set).

Each line ends with the Löwdin charge.
Element x y z (Å)
C: -4.541 -7.296 3.257  0.018
C: -3.151 -7.351 3.363  -0.048
C: -2.329 -6.017 3.659  -0.410
O: -2.888 -5.131 4.321  0.054
O: -1.025 -5.970 3.158  -0.051
C: -0.191 -5.026 3.891  -0.175
C: -0.384 -3.557 3.319  -0.175
C: 0.641 -2.475 3.921  -0.185
C: 1.697 -1.934 2.819  -0.185
C: 1.848 -0.319 2.855  -0.161
C: 1.856 0.199 1.344  -0.125
C: 0.958 1.506 1.084  -0.399
O: -0.377 1.430 1.632  0.066
B: -1.137 0.336 1.103  -0.629
O: -1.212 -0.857 1.932  0.107
O: -1.840 0.343 -0.149  0.115
C: 1.036 1.815 -0.482  -0.039
C: 0.471 3.286 -0.851  -0.414
C: -1.124 3.376 -0.805  -0.032
C: 0.859 3.477 -2.415  -0.045
N: 1.181 4.368 -0.125  -0.149
O: 0.815 5.563 -0.485  -0.019
C: 1.219 4.177 1.348  -0.403
C: 2.361 5.207 1.890  -0.041
C: -0.129 4.655 2.102  -0.040
C: 1.690 2.732 1.828  -0.046
H: -5.093 -8.272 3.104  0.070
H: -5.149 -6.343 3.275  0.070
H: -2.629 -8.344 3.243  0.105
H: -0.452 -5.118 4.995  0.135
H: 0.889 -5.398 3.799  0.139
H: -1.430 -3.174 3.581  0.105
H: -0.359 -3.631 2.186  0.118
H: 1.223 -2.946 4.780  0.108
H: 0.042 -1.598 4.314  0.095
H: 2.691 -2.466 2.985  0.108
H: 1.305 -2.307 1.817  0.092
H: 2.816 -0.074 3.412  0.117
H: 0.972 0.114 3.426  0.102
H: 2.936 0.513 1.111  0.125
H: 1.598 -0.591 0.568  0.124
H: -1.864 -0.699 2.645  0.115
H: -2.754 0.620 0.087  0.119
H: 2.156 1.875 -0.733  0.136
H: 0.615 1.006 -1.154  0.136
H: -1.415 4.458 -1.056  0.097
H: -1.578 3.159 0.207  0.068
H: -1.575 2.744 -1.636  0.095
H: 0.397 2.568 -2.939  0.089
H: 1.982 3.461 -2.587  0.077
H: 0.341 4.383 -2.869  0.090
H: 1.876 6.006 2.535  0.076
H: 2.895 5.726 1.019  0.089
H: 3.119 4.670 2.553  0.080
H: -0.927 3.852 2.138  0.066
H: -0.586 5.582 1.641  0.091
H: 0.118 4.928 3.188  0.092
H: 2.829 2.686 1.696  0.131
H: 1.507 2.654 2.946  0.142
C: 5.412 2.994 -6.884  -0.115
C: 6.140 3.958 -5.956  -0.273
C: 7.045 3.256 -4.943  -0.230
C: 6.331 2.326 -3.959  -0.229
C: 5.234 2.981 -3.119  -0.279
C: 5.750 4.086 -2.207  -0.108
H: 4.735 2.337 -6.335  0.065
H: 4.814 3.551 -7.611  0.070
H: 6.122 2.374 -7.438  0.075
H: 5.412 4.594 -5.443  0.099
H: 6.756 4.627 -6.565  0.104
H: 7.603 4.016 -4.386  0.101
H: 7.798 2.672 -5.485  0.109
H: 7.081 1.892 -3.288  0.109
H: 5.897 1.482 -4.506  0.101
H: 4.767 2.208 -2.497  0.099
H: 4.441 3.375 -3.763  0.092
H: 6.517 3.704 -1.527  0.076
H: 4.933 4.487 -1.601  0.063
H: 6.176 4.915 -2.777  0.068
C: -4.919 -2.395 1.393  -0.110
C: -6.282 -3.003 1.088  -0.265
C: -6.198 -4.409 0.492  -0.225
C: -5.483 -4.509 -0.858  -0.226
C: -6.070 -3.645 -1.974  -0.273
C: -7.502 -4.016 -2.335  -0.115
H: -4.322 -2.263 0.487  0.066
H: -5.041 -1.410 1.854  0.068
H: -4.357 -3.024 2.089  0.072
H: -6.842 -2.338 0.423  0.099
H: -6.854 -3.056 2.020  0.105
H: -7.212 -4.811 0.397  0.102
H: -5.683 -5.065 1.204  0.091
H: -5.494 -5.557 -1.177  0.110
H: -4.427 -4.247 -0.730  0.102
H: -5.446 -3.763 -2.866  0.105
H: -6.020 -2.585 -1.705  0.098
H: -7.568 -5.062 -2.645  0.075
H: -7.854 -3.397 -3.164  0.069
H: -8.184 -3.861 -1.496  0.065

The HOMO energy (alpha / beta) is -8.63 / -9.65 eV. The calculation puts the LUMO energy (alpha / beta) at 0.13 / 0.06 eV. The multiplicity is 2. The maximum force is 3.33 eV Å⁻¹. As for the HOMO-LUMO gap (alpha / beta): 8.8 / 9.7 eV. The molar mass is 542.6 g mol⁻¹. As for the relative energy (zero: lowest compared OMol25 entry of this formula, charge and spin): 388.52 kJ/mol.



3.
Entry from the OMol25 dataset: the ion C2H8N5 with charge +1 at a distorted geometry (ωB97M-V with the def2-TZVPD basis set).

Each line ends with the Löwdin charge.
Element x y z (Å)
C: 0.874 0.159 -0.317  -0.305
C: 2.118 -0.182 0.418  -0.014
N: -3.262 -0.257 0.712  0.053
N: -2.281 0.297 0.400  -0.008
N: 0.724 1.357 -0.930  0.238
N: -1.402 -0.698 -0.643  0.004
N: -0.082 -0.810 -0.280  0.008
H: 2.035 -0.687 1.446  0.128
H: 2.859 0.665 0.544  0.109
H: 2.848 -0.721 -0.302  0.138
H: -3.979 0.387 1.222  0.147
H: 1.447 2.059 -1.048  0.149
H: -0.142 1.450 -1.406  0.109
H: -1.789 -1.563 -0.326  0.078
H: 0.032 -1.456 0.509  0.166

The HOMO energy is -13.25 eV. The calculation puts the LUMO energy at -4.00 eV. The maximum force is 3.33 eV Å⁻¹. As for the HOMO-LUMO gap: 9.2 eV. Its structure (SMILES) is [H]/N=N/N/[NH+]=C(/C)N. The molar mass is 102.1 g mol⁻¹. As for the net charge: +1. As for the relative energy (zero: lowest compared OMol25 entry of this formula, charge and spin): 338.08 kJ/mol.



4.
Entry from the OMol25 dataset: a cluster of 2 separate species, C2H6O in total at a distorted geometry (ωB97M-V with the def2-TZVPD basis set).

Each line ends with the Löwdin charge.
Element x y z (Å)
C: 0.000 0.000 0.000  -0.096
C: 0.087 0.648 -1.150  -0.118
H: -0.892 0.111 0.627  0.043
H: 0.805 -0.646 0.369  0.049
H: -0.660 1.335 -1.562  0.062
H: 1.009 0.495 -1.722  0.034
O: 0.680 -1.103 -2.661  -0.117
H: 1.058 -0.615 -3.427  0.069
H: 1.311 -1.839 -2.498  0.073

The HOMO energy is -9.29 eV. The calculation puts the LUMO energy at 0.83 eV. The maximum force is 2.75 eV Å⁻¹. As for the HOMO-LUMO gap: 10.1 eV. Its structure (SMILES) is C=C.O. The molar mass is 46.1 g mol⁻¹. As for the relative energy (zero: lowest compared OMol25 entry of this formula, charge and spin): 137.47 kJ/mol.